[1]
Entry from OMol25: 13 unconnected molecules or ions with the total composition H24NO15 (ωB97M-V/def2-TZVPD).

Cartesian coordinates (Å):
N (0.1945, -0.1101, -0.0843)
O (0.0709, -0.5081, -1.2477)
O (0.8266, -0.8979, 0.7186)
O (-0.7802, 0.5146, 0.3621)
O (-2.0182, 2.6224, 1.9663)
H (-2.0101, 3.5529, 1.7371)
H (-1.4880, 2.1699, 1.3348)
O (-2.9941, -0.8705, -0.2109)
H (-2.3649, -0.2699, 0.1886)
H (-2.5315, -1.7284, -0.1660)
O (0.4851, -4.0470, 0.6884)
H (-0.3387, -3.5690, 0.4702)
H (0.9649, -3.7534, -0.0713)
O (-0.6955, 2.5075, -2.0052)
H (-0.7497, 3.4610, -1.9650)
H (-1.5375, 2.1402, -1.7403)
O (-1.3713, -1.7051, 2.1234)
H (-1.6520, -2.6435, 2.2210)
H (-0.6305, -1.6699, 1.5287)
O (1.1632, -2.9714, -1.7182)
H (0.6632, -2.1837, -1.4660)
H (2.0258, -2.7882, -1.4338)
O (2.2653, 0.3633, -2.8124)
H (1.4610, 0.1111, -3.2777)
H (2.9724, -0.2932, -2.9919)
O (0.8074, 3.3694, 1.4002)
H (1.2112, 2.6705, 0.8500)
H (0.3728, 3.9676, 0.7942)
O (0.0937, 0.5617, 3.0803)
H (-0.6388, 1.1798, 3.3037)
H (0.1335, 0.5393, 2.1381)
O (2.8135, -1.4750, 2.5906)
H (2.1827, -1.1822, 1.9326)
H (2.5893, -0.9621, 3.3703)
O (1.5629, 2.0444, -0.8085)
H (0.6930, 2.2232, -1.1162)
H (1.8623, 1.3589, -1.4598)
O (-2.2634, -0.5136, -2.9271)
H (-1.9732, -0.6280, -1.9829)
H (-1.3778, -0.5872, -3.3142)

Computed properties:
Electronic energy: -32590.83222 eV
Gap between HOMO and LUMO: 9.5 eV
Energy above the lowest of the compared OMol25 structures with the same formula, charge and spin: 44.15 kcal/mol
Spin multiplicity: 1
Net charge: -1

=====

[2]
Entry from OMol25: 12 unconnected molecules or ions with the total composition H24O12 (ωB97M-V/def2-TZVPD).

Cartesian coordinates (Å):
O (9.1315, 16.2279, 22.3358)
H (9.4070, 15.9401, 23.1727)
H (9.2093, 15.4308, 21.6540)
H (9.6380, 16.9483, 22.1204)
O (9.6840, 14.4139, 20.4897)
H (10.5266, 13.8705, 20.9406)
O (8.3068, 19.9953, 22.9473)
H (7.3588, 20.2120, 23.2634)
H (8.8052, 19.3393, 23.6827)
O (9.7558, 18.3836, 24.3919)
H (9.3603, 18.6957, 25.3085)
H (10.7204, 18.2704, 24.4571)
O (7.5730, 13.2079, 21.0459)
H (7.1565, 13.0249, 20.1652)
H (8.4153, 13.6076, 20.6549)
O (9.8962, 18.6662, 21.1150)
H (10.5662, 19.0478, 20.5798)
H (9.5036, 19.3297, 21.4985)
O (8.5043, 16.0373, 18.8168)
H (8.7393, 15.4733, 19.6119)
H (9.1981, 16.3592, 18.1940)
O (9.2701, 14.3346, 24.4132)
H (8.7172, 13.7013, 24.2162)
H (9.3553, 14.7614, 25.2926)
O (11.7283, 15.9966, 23.8925)
H (11.4047, 15.8776, 24.7106)
H (12.6417, 16.1429, 23.8577)
O (12.0295, 15.9042, 20.7997)
H (12.0088, 15.9469, 21.7985)
H (11.1740, 15.5117, 20.5980)
O (6.5247, 18.2482, 21.6060)
H (5.9595, 17.7295, 22.0927)
H (7.3884, 18.3563, 22.1152)
O (6.6916, 16.6948, 24.2980)
H (6.6673, 17.5980, 24.6743)
H (7.0190, 16.0254, 24.9685)

Computed properties:
Electronic energy: -24955.49810 eV
Gap between HOMO and LUMO: 7.9 eV
Energy above the lowest of the compared OMol25 structures with the same formula, charge and spin: 142.89 kcal/mol
Spin multiplicity: 1

=====

[3]
Entry from OMol25: 12 unconnected molecules or ions with the total composition H24O12 (ωB97M-V/def2-TZVPD).

Cartesian coordinates (Å):
O (-2.2654, -0.3524, 2.3510)
H (-2.5842, -0.6884, 1.5176)
H (-1.5187, -0.9040, 2.4800)
O (3.0532, -1.8715, 1.0549)
H (3.9883, -1.8651, 1.1084)
H (2.8672, -0.9393, 0.9050)
O (-1.2358, 3.5758, -0.4787)
H (-1.5877, 2.8400, -0.0217)
H (-0.2871, 3.6071, -0.1874)
O (0.1048, 0.1154, 0.1826)
H (-0.3486, 0.3613, -0.6258)
H (0.2827, -0.7931, 0.1460)
O (2.0932, 0.9603, -1.2293)
H (1.3280, 0.5816, -0.7298)
H (2.0361, 0.8006, -2.1944)
O (-0.1448, -1.9807, 2.8346)
H (-0.4487, -2.8223, 3.1717)
H (0.0730, -2.2663, 1.9511)
O (0.7699, 0.8016, 2.6985)
H (0.7150, -0.1072, 2.9809)
H (0.2936, 0.7918, 1.8114)
O (0.4329, -2.6768, 0.2741)
H (0.4243, -2.7269, -0.6469)
H (1.3745, -2.7609, 0.4203)
O (-1.0066, 1.1135, -2.0894)
H (-0.6087, 1.9659, -2.2571)
H (-1.8140, 1.3585, -1.6377)
O (1.4257, 3.2765, 0.0810)
H (2.0895, 3.7965, -0.4002)
H (1.6115, 2.3705, -0.1595)
O (-0.5584, -0.5073, -4.1370)
H (-0.9501, -0.0874, -3.3519)
H (-1.2348, -1.1208, -4.4595)
O (-2.7015, -1.2238, -0.0675)
H (-2.8158, -0.5599, -0.7586)
H (-2.8527, -2.0628, -0.5369)

Computed properties:
SMILES string: O.O.O.O.O.O.O.O.O.O.O.O
Electronic energy: -24959.81990 eV
Gap between HOMO and LUMO: 9.3 eV
Energy above the lowest of the compared OMol25 structures with the same formula, charge and spin: 43.23 kcal/mol
Spin multiplicity: 1

=====

[4]
Entry from OMol25: 12 unconnected molecules or ions with the total composition H24O12 (ωB97M-V/def2-TZVPD).

Cartesian coordinates (Å):
O (-4.7457, -5.1095, -9.1197)
H (-4.3814, -5.4740, -8.3131)
H (-4.3892, -5.6621, -9.8152)
O (-10.9484, -8.7291, -13.8078)
H (-10.4348, -7.9490, -14.0174)
H (-11.7966, -8.3887, -13.5233)
O (-6.8401, -5.6675, -19.7796)
H (-6.5944, -6.1762, -19.0069)
H (-6.8561, -6.3062, -20.4923)
O (-2.3092, -6.8059, -12.2948)
H (-2.6329, -6.8113, -13.1956)
H (-1.4192, -6.4600, -12.3617)
O (-9.9675, -2.8446, -18.2862)
H (-9.2076, -3.2992, -18.6495)
H (-10.6640, -2.9919, -18.9261)
O (-3.1170, -0.7695, -15.7861)
H (-3.8956, -1.1591, -15.3884)
H (-2.4310, -0.8783, -15.1274)
O (-6.3629, -1.7293, -11.8327)
H (-7.3038, -1.5740, -11.7496)
H (-6.1261, -2.2010, -11.0342)
O (-11.0435, 1.3154, -16.2509)
H (-11.0945, 0.4151, -16.5719)
H (-11.9302, 1.6594, -16.3593)
O (-7.4268, -9.9054, -11.1339)
H (-7.8963, -9.5147, -10.3969)
H (-8.0243, -9.8118, -11.8758)
O (-13.0207, -4.2939, -13.2475)
H (-13.5491, -4.3530, -12.4516)
H (-12.3019, -3.7060, -13.0154)
O (-8.3265, -5.1195, -14.3843)
H (-8.8036, -4.5357, -14.9740)
H (-7.5638, -4.6112, -14.1085)
O (-13.0276, -7.1083, -18.6827)
H (-13.7661, -7.3206, -18.1119)
H (-12.6212, -6.3435, -18.2749)

Computed properties:
SMILES string: O.O.O.O.O.O.O.O.O.O.O.O
Electronic energy: -24958.81936 eV
Gap between HOMO and LUMO: 11.3 eV
Energy above the lowest of the compared OMol25 structures with the same formula, charge and spin: 66.30 kcal/mol
Spin multiplicity: 1